No. 1
Computed, not measured: a molecular structure, C41H37AsI2NO2Pt at a distorted geometry, with wB97M-V/def2-TZVPD.

Each line ends with the Löwdin charge.
Positions of all 85 atoms, in Å:
Pt1 2.31102 0.25136 1.01707  0.891
I1 3.09742 -1.88474 2.37267  0.142
C1 2.78902 2.13586 2.58057  0.016
C2 3.15022 2.73786 3.74877  -0.072
C3 3.49512 4.10726 3.72827  -0.080
C4 3.50812 4.83326 2.56717  -0.033
C5 3.18842 4.21956 1.33937  -0.169
C6 3.26972 4.82026 0.06747  -0.043
C7 3.02112 4.07836 -1.05733  -0.073
C8 2.66912 2.71566 -0.99923  -0.108
C9 2.49402 2.11826 0.22097  -0.244
C10 2.78852 2.86356 1.38207  -0.238
H1 3.17122 2.19036 4.68197  0.111
H2 3.75292 4.57776 4.67027  0.102
H3 3.78682 5.87836 2.57117  0.108
H4 3.58252 5.85506 -0.02393  0.106
H5 3.11552 4.54196 -2.03093  0.100
H6 2.56162 2.16206 -1.92193  0.098
I2 2.60012 -1.98264 -5.77193  0.780
C11 3.49262 -1.31864 -3.96433  -0.705
C12 4.82972 -0.96504 -3.93773  -0.148
C13 5.38422 -0.52094 -2.74983  -0.013
C14 4.61022 -0.42304 -1.59803  -0.110
C15 3.28932 -0.83084 -1.65573  -0.067
C16 2.71022 -1.26724 -2.83043  -0.162
C17 5.23302 0.16236 -0.32343  -0.616
O1 6.44652 0.32876 -0.32033  0.036
O2 4.46972 0.46866 0.64057  -0.223
H7 5.43142 -1.02504 -4.83283  0.089
H8 6.42622 -0.24164 -2.69823  0.117
H9 2.67812 -0.80024 -0.74543  0.001
H10 1.66432 -1.55514 -2.84353  0.052
C18 -3.37608 -6.42234 0.16617  -0.056
C19 -2.56508 -5.16554 0.04067  -0.275
C20 -2.42128 -4.51284 -1.17443  -0.028
C21 -1.71028 -3.32804 -1.28303  -0.316
C22 -1.55648 -2.70464 -2.64143  -0.075
C23 -1.15658 -2.72944 -0.13803  -0.292
As1 -0.30398 -0.95354 -0.52713  1.366
N1 0.28812 -0.05144 1.00717  -0.400
C24 -0.56048 0.32626 1.99607  -0.390
C25 -0.17938 1.24106 2.99347  -0.039
C26 -1.05388 1.61486 3.98737  -0.101
C27 -2.33868 1.09156 4.04547  -0.125
C28 -2.72708 0.17486 3.08197  -0.095
C29 -1.86148 -0.19744 2.08057  -0.098
C30 -1.93128 0.19496 -0.95303  -0.239
C31 -1.53768 1.39816 -1.56323  -0.282
C32 -0.11638 1.61296 -1.97543  -0.106
C33 -2.44028 2.42086 -1.80343  -0.016
C34 -3.77288 2.28676 -1.45653  -0.276
C35 -4.75108 3.40366 -1.66083  -0.055
C36 -4.17798 1.07466 -0.93443  -0.027
C37 -3.29708 0.02136 -0.69713  -0.267
C38 -3.97728 -1.23774 -0.23633  -0.051
C39 -1.19918 -3.43974 1.06747  -0.269
C40 -0.48458 -2.97544 2.29687  -0.083
C41 -1.90878 -4.63284 1.13777  -0.016
H11 -3.90138 -6.64074 -0.76143  0.069
H12 -4.10598 -6.32224 0.96947  0.077
H13 -2.73798 -7.27354 0.40407  0.079
H14 -2.87678 -4.93674 -2.05883  0.109
H15 -2.07288 -3.29524 -3.39283  0.076
H16 -0.49938 -2.65534 -2.91263  0.062
H17 -1.95638 -1.68824 -2.66243  0.062
H18 0.82672 1.64446 2.97967  0.045
H19 -0.73358 2.33776 4.72417  0.096
H20 -3.01908 1.37206 4.83757  0.085
H21 -3.71168 -0.26994 3.12557  0.099
H22 -2.16408 -0.94154 1.36837  0.048
H23 0.18242 0.85356 -2.70363  0.076
H24 0.52602 1.53406 -1.09843  0.016
H25 0.01862 2.60186 -2.40853  0.081
H26 -2.09148 3.34106 -2.25643  0.111
H27 -4.23578 4.29716 -2.00743  0.070
H28 -5.26288 3.62746 -0.72523  0.079
H29 -5.50328 3.11766 -2.39693  0.078
H30 -5.22458 0.93806 -0.69253  0.118
H31 -4.67698 -1.00294 0.56427  0.083
H32 -3.29818 -2.00904 0.10017  0.043
H33 -4.55378 -1.64664 -1.06763  0.093
H34 0.42692 -2.45314 2.02347  -0.063
H35 -0.21558 -3.81934 2.92937  0.082
H36 -1.09408 -2.29814 2.89387  0.076
H37 -1.94648 -5.15474 2.08477  0.118

As for the frontier orbital gap: 0.1791 Eh. The net charge is -1. The calculation puts the LUMO energy at 0.19 eV. As for the electronic energy: -128989.418 eV. The molecular weight is 1099.56 g mol⁻¹. As for the HOMO energy: -4.7 eV.

---

No. 2
Computed, not measured: 19 unconnected molecules or ions with the total composition C42H65Cl54N2O at a distorted geometry, with wB97M-V/def2-TZVPD.

Each line ends with the Löwdin charge.
Positions of all 164 atoms, in Å:
C1 11.08544 -5.02163 5.21676  -0.152
C2 11.16115 -5.45971 3.63617  -0.265
C3 9.64831 -5.52703 2.99274  -0.217
C4 9.38792 -4.14524 2.14210  -0.220
C5 7.91549 -3.46584 2.43048  -0.234
C6 6.76206 -4.14976 1.43299  -0.198
C7 5.31954 -3.57677 1.96035  -0.229
C8 4.48496 -2.69474 0.83430  -0.198
C9 2.93949 -2.55114 1.45752  -0.216
C10 2.14990 -1.21238 0.93620  -0.205
C11 0.84148 -0.80270 1.89047  -0.218
C12 1.21258 -0.68553 3.48492  -0.219
C13 0.94685 -2.06962 4.33881  -0.212
C14 2.04914 -2.36783 5.51719  -0.217
C15 2.54205 -1.04910 6.35707  -0.208
C16 3.95759 -1.43347 7.16078  -0.196
C17 5.17226 -1.24428 6.04987  -0.189
C18 5.85092 0.26528 6.08451  -0.129
N1 7.21437 0.28019 5.37679  -0.022
C19 8.31849 -0.76134 5.64298  0.042
C20 9.62375 -0.45586 4.69884  0.043
N2 9.09697 0.78527 3.97168  0.073
C21 7.71228 1.28247 4.32333  -0.035
O1 6.91947 2.43493 3.86773  -0.059
C22 7.00937 2.63940 2.41365  -0.178
C23 8.32002 3.57447 1.96016  -0.236
C24 8.21355 3.79692 0.31243  -0.163
H1 11.42614 -3.88199 5.31109  0.063
H2 10.00800 -5.08990 5.69121  0.072
H3 11.87838 -5.66559 5.80769  0.081
H4 11.86617 -4.72001 3.06334  0.103
H5 11.66098 -6.52820 3.59385  0.109
H6 9.60288 -6.43914 2.25069  0.112
H7 8.84282 -5.70544 3.84941  0.111
H8 9.43543 -4.40321 0.99319  0.116
H9 10.23642 -3.35558 2.35846  0.095
H10 7.94220 -2.30712 2.22849  0.100
H11 7.54149 -3.72551 3.53360  0.109
H12 6.97944 -3.97959 0.29587  0.118
H13 6.77740 -5.31085 1.70659  0.122
H14 5.46244 -2.85929 2.90256  0.097
H15 4.56881 -4.43278 2.31080  0.099
H16 4.49483 -3.15836 -0.24004  0.114
H17 5.00327 -1.62661 0.74899  0.073
H18 2.30494 -3.52419 1.20471  0.060
H19 3.09666 -2.58984 2.63892  0.087
H20 1.66811 -1.50006 -0.11733  0.096
H21 2.85409 -0.28768 0.74407  0.071
H22 -0.04300 -1.57404 1.79964  0.031
H23 0.43399 0.23625 1.53837  0.099
H24 0.53656 0.16913 3.95288  0.113
H25 2.33758 -0.30855 3.57739  0.104
H26 1.05946 -2.95927 3.55074  0.077
H27 -0.17979 -2.15365 4.72067  0.125
H28 1.52152 -3.09484 6.30319  0.125
H29 2.94082 -3.00950 5.05590  0.111
H30 2.80157 -0.11223 5.70576  0.092
H31 1.76172 -0.79293 7.22274  0.128
H32 3.93303 -2.57618 7.49124  0.124
H33 4.15187 -0.75140 8.09326  0.110
H34 4.74431 -1.39743 4.94876  0.113
H35 5.95751 -2.10641 6.29481  0.108
H36 5.13055 0.98113 5.48154  0.142
H37 5.92879 0.71877 7.17147  0.146
H38 8.26994 -1.65130 6.42273  0.138
H39 10.65285 -1.00811 4.62619  0.133
H40 9.73978 1.21529 3.26991  0.120
H41 6.92063 1.65778 1.77107  0.126
H42 6.06039 3.29925 2.11523  0.158
H43 8.34683 4.61257 2.53208  0.127
H44 9.34605 3.04404 2.14985  -0.015
H45 7.17290 3.35535 -0.03580  0.064
H46 8.24153 4.94113 0.06872  0.048
H47 9.07503 3.16916 -0.18335  0.087
C25 0.17969 -6.19749 1.57112  -1.505
Cl1 0.16558 -6.68080 -0.13356  0.505
Cl2 1.83155 -5.83831 2.10220  0.546
Cl3 -0.87509 -4.79751 1.82968  0.521
H48 -0.20067 -7.03016 2.16832  0.022
C26 -3.12281 0.21415 2.05401  -1.516
Cl4 -2.71575 1.25676 0.68032  0.507
Cl5 -4.87234 0.20990 2.33473  0.524
Cl6 -2.53268 -1.43399 1.78056  0.541
H49 -2.63189 0.61215 2.94578  0.019
C27 12.05389 4.98436 1.49975  -1.500
Cl7 11.65118 3.36342 2.09146  0.564
Cl8 13.46474 4.92315 0.42950  0.555
Cl9 10.66803 5.70288 0.66161  0.572
H50 12.30049 5.61323 2.35903  -0.012
C28 3.96982 1.05160 -1.87619  -1.523
Cl10 2.76418 2.13016 -1.15308  0.505
Cl11 5.31188 0.77646 -0.75243  0.520
Cl12 3.22646 -0.48664 -2.34587  0.523
H51 4.36598 1.53119 -2.77490  -0.065
C29 6.71139 2.36642 -5.32531  -1.540
Cl13 5.64543 3.39769 -6.29482  0.529
Cl14 7.47322 3.30381 -4.02894  0.520
Cl15 5.81023 0.99602 -4.65502  0.546
H52 7.49804 1.97605 -5.97604  -0.071
C30 -0.04096 4.84336 -2.16393  -1.529
Cl16 1.24071 5.10722 -3.35869  0.517
Cl17 0.65061 4.35505 -0.60735  0.480
Cl18 -1.02661 6.30368 -1.97598  0.525
H53 -0.68543 4.03675 -2.52267  0.021
C31 -6.34579 3.13405 -0.95261  -1.522
Cl19 -4.71156 3.75935 -1.23193  0.494
Cl20 -6.42556 1.40682 -1.33990  0.490
Cl21 -6.84298 3.41921 0.72395  0.515
H54 -7.03578 3.66702 -1.61178  0.021
C32 -9.90385 -1.19422 -1.48162  -1.507
Cl22 -9.57133 -0.22916 -2.93002  0.493
Cl23 -8.96443 -0.59337 -0.10462  0.511
Cl24 -11.63565 -1.17841 -1.10748  0.476
H55 -9.60365 -2.22645 -1.67917  0.024
C33 -14.57518 1.42969 -1.94123  -1.499
Cl25 -14.62623 2.50612 -0.53465  0.507
Cl26 -15.61868 2.04560 -3.23407  0.469
Cl27 -12.91145 1.24194 -2.52098  0.474
H56 -14.94673 0.44779 -1.63712  0.022
C34 -18.26650 4.79737 -2.26541  -1.493
Cl28 -19.52248 3.65969 -2.78303  0.531
Cl29 -16.96565 3.94417 -1.41717  0.459
Cl30 -17.62313 5.68847 -3.65516  0.506
H57 -18.71563 5.51506 -1.57415  0.023
C35 -0.48033 -7.95519 -4.13687  -1.535
Cl31 -1.68597 -6.87663 -3.41377  0.509
Cl32 0.86174 -8.23034 -3.01311  0.493
Cl33 -1.22368 -9.49344 -4.60655  0.526
H58 -0.08417 -7.47560 -5.03559  -0.001
C36 2.10406 -3.33553 -5.41598  -1.520
Cl34 3.73830 -2.71022 -5.69530  0.502
Cl35 2.02429 -5.06275 -5.80328  0.526
Cl36 1.60688 -3.05037 -3.73942  0.503
H59 1.41407 -2.80256 -6.07516  0.023
C37 6.97224 -0.51167 -8.40683  -1.493
Cl37 7.83233 -1.86884 -7.65979  0.531
Cl38 5.31778 -0.40390 -7.78169  0.499
Cl39 7.84280 1.00608 -8.12762  0.572
H60 6.92245 -0.68682 -9.48456  0.023
C38 -13.76300 -1.94354 -4.83572  -1.498
Cl40 -13.77712 -2.42685 -6.54041  0.527
Cl41 -12.11115 -1.58436 -4.30465  0.479
Cl42 -14.81778 -0.54356 -4.57716  0.516
H61 -14.14336 -2.77621 -4.23852  0.023
C39 10.81744 9.40659 1.38523  -1.535
Cl43 11.55449 10.81396 0.60047  0.537
Cl44 12.06646 8.34018 2.05036  0.523
Cl45 9.69586 9.91987 2.65723  0.525
H62 10.25334 8.84906 0.63317  0.004
C40 -19.03875 7.66462 -6.97580  -1.537
Cl46 -20.10471 8.69589 -7.94532  0.519
Cl47 -18.27692 8.60201 -5.67943  0.503
Cl48 -19.93992 6.29422 -6.30552  0.498
H63 -18.25210 7.27425 -7.62653  0.020
C41 -22.89658 1.81135 -3.11298  -1.537
Cl49 -24.02349 2.60286 -1.99794  0.525
Cl50 -23.00247 0.04943 -2.95780  0.525
Cl51 -23.22021 2.30934 -4.78230  0.529
H64 -21.88081 2.11959 -2.85247  -0.036
C42 -23.59727 1.45688 -8.40762  -1.554
Cl52 -23.99998 -0.16407 -7.81591  0.509
Cl53 -22.18642 1.39567 -9.47787  0.515
Cl54 -24.98313 2.17539 -9.24577  0.518
H65 -23.35066 2.08574 -7.54834  -0.037

As for the frontier orbital gap: 0.3012 Eh. The net charge is +1. The calculation puts the LUMO energy at -3.04 eV. As for the electronic energy: -725824.669 eV. The molecular weight is 2528.46 g mol⁻¹. As for the HOMO energy: -11.2 eV.